{"formula": "C5H9ClN2O2S", "method": "wB97M-V/def2-TZVPD", "species": ["C", "C", "C", "C", "C", "N", "N", "O", "O", "S", "Cl", "H", "H", "H", "H", "H", "H", "H", "H", "H"], "xyz": [[0.22838, 0.79157, -1.46692], [-0.59001, -0.38925, -1.52678], [1.45931, 0.83927, -0.70548], [-1.32197, -0.69028, -0.19025], [0.44110, 0.03075, 1.41204], [-0.48592, -0.94698, 0.97025], [0.05999, 1.38002, 1.49809], [0.82642, 2.15827, 2.05961], [-0.96762, 1.67787, 0.97829], [0.05686, -2.59474, 1.11094], [1.71093, -0.53804, 2.45692], [0.53599, 1.06357, -2.44137], [-0.57137, 1.50243, -1.09920], [-1.26439, -0.38433, -2.33520], [0.23028, -1.09760, -1.79832], [2.20720, -0.05844, -0.84769], [1.91253, 1.68746, -0.20440], [-2.15121, 0.09227, -0.09988], [-1.98318, -1.62071, -0.24940], [-0.33334, -2.90309, 2.47875]], "lowdin_charge": [-0.339, -0.212, 0.064, -0.253, -0.669, -0.472, -0.473, 0.006, 0.047, 0.739, 0.698, 0.113, 0.131, 0.106, 0.125, 0.124, 0.075, 0.136, 0.114, -0.063], "multiplicity": 1, "lumo_ev": [-0.95, -0.14]}

{"formula": "C5H8Cl2", "method": "wB97M-V/def2-TZVPD", "species": ["C", "C", "C", "C", "C", "H", "H", "H", "H", "H", "H", "H", "H", "Cl", "Cl"], "xyz": [[-0.87338, 2.42030, 1.04545], [-0.94403, 1.67725, -0.23088], [-0.15240, 0.58230, -0.53595], [1.12604, 0.21806, 0.20316], [-0.26640, -0.33724, -1.70413], [0.13545, 2.36144, 1.57934], [-0.89342, 3.52573, 0.79789], [-1.63114, 2.10705, 1.63603], [-1.64056, 1.87398, -0.98148], [1.86357, 1.10707, 0.11506], [1.91268, -0.60492, -0.22509], [-1.22915, -0.39674, -2.32136], [0.66834, -0.11606, -2.26701], [0.54361, -0.19890, 1.85864], [-0.10388, -1.99060, -1.32918]], "lowdin_charge": [-0.130, -0.113, -0.422, -0.586, -0.647, 0.073, 0.097, 0.035, 0.085, 0.109, 0.115, 0.098, 0.086, 0.576, 0.625], "multiplicity": 1, "lumo_ev": 0.76, "smiles": "CC=C(CCl)CCl"}

{"formula": "C5H16NO", "method": "wB97M-V/def2-TZVPD", "species": ["C", "C", "C", "C", "C", "N", "H", "H", "H", "H", "H", "H", "H", "H", "H", "H", "H", "H", "H", "H", "H", "H", "O"], "xyz": [[0.85021, 0.11922, -0.23536], [-0.47410, 0.69321, 0.02622], [-0.44102, 1.93763, 0.82980], [-1.40171, 0.82126, -1.26903], [-1.84896, -0.59710, -1.81579], [1.59503, -0.14220, 1.16194], [1.50748, 0.82763, -0.89151], [0.87365, -0.76700, -0.94304], [-0.89906, -0.10959, 0.67521], [0.60087, 2.63547, 0.72007], [-1.10539, 2.70115, 0.31073], [-0.70678, 1.97909, 1.93292], [-2.24329, 1.39309, -0.97238], [-0.76163, 1.51560, -1.89214], [-1.24713, -1.49944, -1.40111], [-2.96799, -0.88824, -1.79881], [-1.49436, -0.47086, -2.81060], [1.93941, 0.75812, 1.52619], [0.87902, -0.77300, 1.76018], [2.37788, -0.79655, 1.13823], [1.37912, -3.24306, 2.03756], [1.85892, -3.39590, 0.61543], [1.72983, -2.69854, 1.29529]], "lowdin_charge": [-0.147, -0.477, -0.102, -0.169, -0.084, 0.153, 0.163, 0.138, 0.142, 0.146, 0.091, 0.100, 0.085, 0.135, 0.088, 0.108, 0.044, 0.153, 0.205, 0.116, 0.092, 0.090, -0.067], "multiplicity": 1, "lumo_ev": -3.28, "total_charge": 1}

{"formula": "C3H10N2O", "method": "wB97M-V/def2-TZVPD", "species": ["C", "N", "C", "H", "H", "H", "H", "H", "H", "H", "C", "N", "O", "H", "H", "H"], "xyz": [[1.25618, 1.21952, 0.70275], [0.51229, 0.86205, 1.85346], [-0.68572, 1.59976, 2.17427], [0.91137, 2.11813, 0.20450], [1.38102, 0.40090, -0.01089], [2.34492, 1.29514, 0.89492], [0.55518, -0.10941, 2.09778], [-1.50177, 1.45218, 1.43617], [-1.13007, 1.21368, 3.07926], [-0.42702, 2.64552, 2.04626], [-0.05415, -1.65558, -2.49477], [-1.14187, -2.50612, -2.50689], [0.32694, -1.05479, -1.52284], [0.39553, -1.52272, -3.48167], [-1.01376, -3.46670, -2.78938], [-1.72906, -2.49158, -1.68295]], "lowdin_charge": [-0.170, -0.196, -0.151, 0.078, 0.042, 0.069, 0.097, 0.067, 0.069, 0.071, -0.396, 0.089, 0.029, 0.121, 0.088, 0.092], "multiplicity": 1, "lumo_ev": 0.91, "smiles": "NC=O.CNC"}

{"formula": "C37H30BrF7N5O5S2Sb2Ti", "method": "wB97M-V/def2-TZVPD", "species": ["Ti", "C", "C", "C", "Sb", "C", "C", "C", "C", "C", "C", "C", "C", "C", "C", "C", "C", "Sb", "C", "C", "C", "C", "C", "C", "C", "C", "C", "C", "C", "C", "H", "H", "H", "H", "H", "H", "H", "H", "H", "H", "H", "H", "H", "H", "H", "H", "H", "H", "H", "H", "H", "H", "H", "H", "H", "H", "F", "C", "F", "F", "S", "O", "O", "N", "S", "O", "O", "C", "F", "F", "F", "O", "N", "C", "C", "N", "C", "N", "F", "Br", "C", "C", "C", "N", "C", "C", "H", "H", "H", "H"], "xyz": [[1.62353, 1.13164, -1.25686], [-3.17508, -0.66634, 0.93731], [-2.09859, -1.65308, 1.41381], [-1.34394, -1.18504, 2.65540], [-0.12490, 0.56549, 2.36169], [0.18207, 0.74910, 4.48263], [0.12042, 2.01374, 5.06607], [0.42050, 2.19789, 6.41298], [0.78150, 1.11358, 7.19474], [0.84183, -0.15511, 6.62851], [0.54913, -0.33196, 5.28528], [1.67474, -0.63418, 2.29109], [1.70413, -1.89577, 1.70417], [2.89274, -2.60673, 1.57116], [4.07933, -2.05550, 2.02568], [4.06381, -0.80767, 2.64040], [2.87415, -0.11171, 2.77626], [-2.78749, 0.57909, -0.76954], [-2.78804, -1.00280, -2.21135], [-2.73195, -2.35624, -1.88234], [-2.68100, -3.33167, -2.87044], [-2.69101, -2.96977, -4.20896], [-2.75811, -1.62703, -4.55329], [-2.79935, -0.65724, -3.56253], [-4.88883, 0.99141, -0.93980], [-5.55568, 1.48141, 0.18677], [-6.92114, 1.73048, 0.17056], [-7.65166, 1.51212, -0.98893], [-7.00322, 1.04838, -2.12349], [-5.63776, 0.79198, -2.09728], [-4.10045, -1.18580, 0.68306], [-3.41874, 0.03447, 1.74110], [-1.37529, -1.88672, 0.62868], [-2.60309, -2.59862, 1.64368], [-0.66617, -1.95363, 3.02944], [-2.04788, -0.95466, 3.45981], [-0.15002, 2.87310, 4.46062], [0.37963, 3.19076, 6.84407], [1.02663, 1.25379, 8.24054], [1.12873, -1.00642, 7.23404], [0.62449, -1.32548, 4.85717], [0.78298, -2.34515, 1.34123], [2.88571, -3.58804, 1.11274], [5.01330, -2.59077, 1.90380], [4.98712, -0.37366, 3.00658], [2.88599, 0.86615, 3.24651], [-2.73037, -2.67008, -0.84572], [-2.62244, -4.37646, -2.59045], [-2.63466, -3.72866, -4.97956], [-2.76159, -1.33321, -5.59621], [-2.79978, 0.38670, -3.85346], [-5.00677, 1.68075, 1.10152], [-7.41373, 2.09477, 1.06406], [-8.71677, 1.70725, -1.00881], [-7.56240, 0.88069, -3.03632], [-5.16251, 0.41670, -2.99688], [-1.35333, -5.25761, -0.50864], [-0.24159, -4.51558, -0.57738], [0.76159, -5.15220, 0.03883], [0.08019, -4.32722, -1.85934], [0.94687, -1.39291, -1.65441], [0.22634, -0.28107, -0.80332], [2.37206, -0.78831, -1.60826], [0.36550, -1.12167, -3.17828], [0.46725, 0.30540, -3.81236], [-0.72653, 1.08179, -3.92251], [1.66959, 1.07197, -3.29403], [0.96361, 0.03198, -5.55140], [-0.03160, -0.57435, -6.19323], [1.20337, 1.21359, -6.11300], [2.06039, -0.71453, -5.64110], [0.22050, 2.31107, -1.07970], [1.23756, 3.15131, -1.45774], [1.46011, 4.13713, -0.59714], [2.42190, 5.11395, -0.99083], [3.19861, 5.90698, -1.30073], [0.83281, 4.28839, 0.67356], [0.33920, 4.45583, 1.70125], [2.48197, 1.48434, 0.28253], [8.42056, 0.94672, 0.17728], [6.71120, 1.16699, -0.60102], [6.01637, 2.34729, -0.41825], [4.76865, 2.45044, -1.00721], [4.20434, 1.48127, -1.73064], [4.90624, 0.36227, -1.90020], [6.16389, 0.15123, -1.35762], [6.41942, 3.16349, 0.16246], [4.19992, 3.36252, -0.89046], [4.43206, -0.40976, -2.49054], [6.68892, -0.77696, -1.52753]], "lowdin_charge": [1.043, -0.406, -0.387, -0.390, 1.496, -0.401, -0.149, -0.106, -0.109, -0.094, -0.127, -0.394, -0.137, -0.079, -0.099, -0.098, -0.152, 1.503, -0.381, -0.113, -0.088, -0.088, -0.103, -0.201, -0.391, -0.153, -0.106, -0.113, -0.101, -0.121, 0.057, 0.033, 0.043, 0.108, 0.045, 0.058, 0.075, 0.095, 0.094, 0.097, 0.097, 0.072, 0.101, 0.094, 0.095, 0.100, 0.077, 0.094, 0.097, 0.098, 0.080, 0.086, 0.095, 0.093, 0.096, 0.082, 0.022, -0.574, 0.020, -0.003, 0.854, -0.615, -0.535, -0.343, 0.640, -0.262, -0.397, -0.682, 0.148, 0.150, 0.149, -0.277, -0.039, -0.256, -0.169, 0.191, -0.149, 0.213, -0.319, 0.747, -0.682, -0.090, -0.119, 0.044, -0.111, -0.087, 0.107, 0.083, 0.112, 0.107], "multiplicity": 1, "lumo_ev": [-1.05, -1.05], "total_charge": -1}

{"formula": "C3H11N2O", "method": "wB97M-V/def2-TZVPD", "species": ["N", "C", "C", "O", "C", "N", "H", "H", "H", "H", "H", "H", "H", "H", "H", "H", "H"], "xyz": [[-0.13856, 0.87105, -1.06030], [0.12766, 0.27748, 0.25314], [1.62810, -0.03452, 0.48662], [2.28085, 0.72256, -0.60673], [-0.89637, -0.88285, 0.39053], [-2.26169, -0.36592, 0.29766], [0.44208, 0.28942, -1.78241], [-1.16372, 0.49090, -1.19514], [0.13018, 1.91409, -1.10415], [-0.23034, 0.94498, 1.11726], [1.98495, 0.35994, 1.42176], [1.85114, -1.14221, 0.49980], [2.98101, 0.16439, -0.89392], [-0.70659, -1.43442, 1.34187], [-0.51216, -1.41639, -0.46574], [-2.61165, 0.38118, 0.90431], [-2.90490, -1.13967, 0.39544]], "lowdin_charge": [0.156, -0.335, -0.123, -0.068, -0.231, 0.008, 0.209, 0.181, 0.216, 0.176, 0.118, 0.150, 0.081, 0.145, 0.119, 0.105, 0.092], "multiplicity": 1, "lumo_ev": -3.32, "total_charge": 1, "smiles": "NC[C@H]([NH3+])CO"}

{"formula": "C2H9N5O", "method": "wB97M-V/def2-TZVPD", "species": ["C", "N", "O", "H", "H", "H", "H", "H", "C", "N", "N", "N", "N", "H", "H", "H", "H"], "xyz": [[-1.51130, 0.92150, -1.19825], [-1.44423, 1.60050, 0.01285], [0.21657, 1.12537, 0.82428], [-0.04393, 1.10506, 1.75677], [-1.07685, 2.54012, -0.13288], [-1.65711, 1.55035, -2.08335], [-2.20371, 0.07767, -1.15102], [-0.47837, 0.37053, -1.34445], [1.03306, -0.41288, 0.67207], [0.91992, -0.60494, -0.76080], [0.11259, -1.28107, 1.43255], [-0.35113, -2.23089, 0.79723], [2.18842, -0.33839, 1.28267], [0.68945, -1.56852, -0.98570], [1.74287, -0.29626, -1.26332], [-1.00277, -2.73713, 1.41332], [2.86652, 0.17899, 0.72802]], "lowdin_charge": [-0.206, 0.071, -0.099, 0.079, 0.081, 0.089, 0.076, 0.088, -0.692, 0.058, 0.011, 0.075, 0.101, 0.073, 0.098, 0.070, 0.028], "multiplicity": 1, "lumo_ev": [-0.65, -0.65]}

Energy above the lowest of the compared OMol25 structures with the same formula, charge and spin per entry: 80.6, 53.1, 56.4, 39.5, 128.5, 55.2, 180.6 kcal/mol